No. 1
Density functional theory data (ωB97M-V/def2-TZVPD) for an isolated ion of composition C6H4F4N and charge +1 at a distorted geometry.

The calculation puts the strongest force on any atom at 7.6 eV Å⁻¹. Its charge is +1. For the energy relative to the best compared isomer or geometry (same formula, charge and spin), the calculation gives 0.0 kcal per mole. As for the structure (SMILES): Cc1c(F)cc(F)[n+](F)c1F. The value obtained for the gap between HOMO and LUMO is 9.85 eV.

```
15
Properties=species:S:1:pos:R:3:lowdin_charge:R:1
C -2.130 1.600 0.065 0.115
C -0.601 -0.371 -0.005 -0.112
C -0.880 1.087 -0.002 -0.178
C -3.308 0.810 0.107 -0.265
C -1.665 -1.185 0.040 -0.018
C 0.820 -0.864 0.101 -0.012
N -3.258 -0.447 -0.062 0.096
F 0.147 1.903 -0.018 0.171
F -4.409 1.469 0.060 0.246
F -1.780 -2.471 0.026 0.217
F -4.240 -1.236 -0.082 0.195
H -2.316 2.691 0.050 0.171
H 1.143 -1.279 -0.944 0.139
H 1.674 -0.196 0.462 0.122
H 0.872 -1.774 0.785 0.114
```

No. 2
Density functional theory data (ωB97M-V/def2-TZVPD) for C2H4ClOP as an isolated structure at a distorted geometry.

The calculation puts the strongest force on any atom at 3.1 eV Å⁻¹. For the energy relative to the best compared isomer or geometry (same formula, charge and spin), the calculation gives 14.1 kcal per mole. The value obtained for the gap between HOMO and LUMO is 10.41 eV.

```
9
Properties=species:S:1:pos:R:3:lowdin_charge:R:1
C -0.625 -0.157 0.645 -0.397
C -0.116 0.640 -0.564 -0.334
O -0.113 -1.402 0.368 -0.412
P 0.752 -0.993 -0.983 0.598
Cl 2.562 -0.535 -0.095 0.187
H -0.426 0.274 1.574 0.096
H -1.687 -0.203 0.444 0.101
H -1.065 1.002 -1.084 0.098
H 0.717 1.374 -0.304 0.062
```

No. 3
Density functional theory data (ωB97M-V/def2-TZVPD) for a 2-piece molecular cluster, C4H8N2 overall at a distorted geometry.

The calculation puts the strongest force on any atom at 1.1 eV Å⁻¹. For the energy relative to the best compared isomer or geometry (same formula, charge and spin), the calculation gives 23.4 kcal per mole. As for the structure (SMILES): C=C(C)N.C#N. The value obtained for the gap between HOMO and LUMO is 9.67 eV.

```
14
Properties=species:S:1:pos:R:3:lowdin_charge:R:1
C -0.513 1.084 -1.080 -0.016
C 0.197 0.018 -0.674 -0.537
C 1.585 0.135 -0.105 -0.055
N -0.264 -1.289 -0.758 0.086
C -1.367 -0.025 2.006 -0.095
N -1.374 -0.806 2.857 0.052
H -1.313 0.670 1.181 0.029
H -1.507 0.977 -1.509 0.058
H -0.075 2.076 -1.073 0.055
H 2.312 -0.336 -0.775 0.085
H 1.649 -0.375 0.865 0.078
H 1.864 1.181 0.040 0.078
H 0.057 -1.914 -0.031 0.088
H -1.252 -1.397 -0.942 0.092
```

No. 4
Density functional theory data (ωB97M-V/def2-TZVPD) for a 7-piece molecular cluster, C18H42ClN6O6 overall.

The calculation puts the strongest force on any atom at 0.7 eV Å⁻¹. Its charge is -1. For the energy relative to the best compared isomer or geometry (same formula, charge and spin), the calculation gives 0.0 kcal per mole. The value obtained for the gap between HOMO and LUMO is 9.82 eV.

```
73
Properties=species:S:1:pos:R:3:lowdin_charge:R:1
Cl 0.126 -0.340 0.340 0.049
C -2.601 -3.486 2.110 -0.012
C -3.420 -2.881 0.996 -0.579
O -4.516 -3.328 0.700 0.025
N -2.841 -1.842 0.353 -0.003
C -3.507 -1.073 -0.669 -0.070
H -1.590 -3.084 2.186 0.070
H -2.550 -4.562 1.934 0.081
H -3.106 -3.369 3.069 0.081
H -1.956 -1.513 0.712 0.000
H -3.327 -1.494 -1.664 0.080
H -3.139 -0.051 -0.636 0.057
H -4.584 -1.130 -0.508 0.086
C -1.565 1.774 -2.559 -0.021
C -1.458 3.006 -1.695 -0.559
O -1.597 4.136 -2.146 0.022
N -1.190 2.751 -0.396 0.006
C -1.069 3.791 0.604 -0.063
H -2.558 1.332 -2.463 0.076
H -0.851 1.018 -2.225 0.031
H -1.374 2.053 -3.589 0.086
H -0.977 1.802 -0.121 0.005
H -0.056 3.804 1.010 0.071
H -1.766 3.617 1.426 0.074
H -1.298 4.741 0.132 0.080
C -2.852 0.915 2.637 -0.004
C -1.875 1.451 3.650 -0.560
O -2.228 1.823 4.762 0.021
N -0.586 1.481 3.235 0.006
C 0.501 1.903 4.085 -0.064
H -2.509 1.022 1.607 0.041
H -3.824 1.384 2.760 0.086
H -2.997 -0.156 2.808 0.081
H -0.371 1.075 2.336 0.018
H 1.352 1.232 3.953 0.063
H 0.199 1.822 5.127 0.081
H 0.818 2.922 3.861 0.083
C 3.071 2.505 0.369 0.009
C 3.734 1.674 1.447 -0.555
O 4.826 1.965 1.919 0.022
N 3.037 0.580 1.829 -0.009
C 3.542 -0.365 2.813 -0.076
H 3.410 3.535 0.453 0.084
H 1.982 2.464 0.434 0.055
H 3.379 2.147 -0.614 0.069
H 2.171 0.366 1.353 -0.009
H 2.700 -0.843 3.305 0.075
H 4.147 0.185 3.532 0.080
H 4.192 -1.107 2.346 0.078
C 2.087 1.461 -3.041 -0.012
C 2.976 0.247 -2.913 -0.570
O 3.946 0.082 -3.634 0.026
N 2.587 -0.648 -1.974 0.007
C 3.366 -1.824 -1.649 -0.062
H 2.721 2.346 -3.068 0.085
H 1.354 1.538 -2.238 0.049
H 1.534 1.425 -3.981 0.082
H 1.827 -0.442 -1.340 -0.003
H 2.833 -2.743 -1.908 0.078
H 3.575 -1.838 -0.578 0.074
H 4.288 -1.810 -2.222 0.079
C -0.318 -4.028 -0.945 -0.006
C -0.509 -3.499 -2.348 -0.554
O -0.698 -4.254 -3.293 0.018
N -0.500 -2.153 -2.465 0.009
C -0.708 -1.480 -3.711 -0.076
H 0.131 -3.301 -0.264 0.045
H 0.328 -4.904 -0.976 0.080
H -1.293 -4.325 -0.559 0.075
H -0.295 -1.600 -1.642 0.000
H 0.108 -0.784 -3.926 0.073
H -1.650 -0.921 -3.710 0.071
H -0.737 -2.200 -4.524 0.083
```

No. 5
Density functional theory data (ωB97M-V/def2-TZVPD) for C16H19F6N5O4PtS as an isolated structure at a distorted geometry.

The calculation puts the strongest force on any atom at 1.3 eV Å⁻¹. For the energy relative to the best compared isomer or geometry (same formula, charge and spin), the calculation gives 45.8 kcal per mole. The value obtained for the gap between HOMO and LUMO (spin up / spin down) is 4.96 / 4.96 eV.

```
52
Properties=species:S:1:pos:R:3:lowdin_charge:R:1
Pt 1.378 1.510 0.830 1.131
N 0.169 2.974 -0.207 -0.092
C -1.264 2.724 -0.468 -0.218
C -2.085 2.674 0.812 -0.175
C -1.804 1.452 1.676 -0.241
N -0.516 1.578 2.371 -0.037
H 0.276 3.823 0.340 0.109
H 0.653 3.121 -1.088 0.100
H -1.355 1.775 -0.997 0.104
H -1.667 3.505 -1.117 0.129
H -3.137 2.663 0.526 0.126
H -1.918 3.582 1.404 0.119
H -1.762 0.564 1.041 0.113
H -2.627 1.317 2.383 0.122
H -0.334 0.763 2.946 0.081
H -0.511 2.387 2.983 0.088
C 4.497 -0.299 3.228 0.031
C 3.512 0.759 2.730 -0.473
O 2.729 0.253 1.731 -0.264
C 2.642 1.204 3.949 -0.548
F 1.728 0.254 4.226 0.142
F 1.939 2.345 3.684 0.099
F 3.327 1.433 5.071 0.169
C 4.343 1.989 2.257 -0.551
F 4.945 2.628 3.270 0.168
F 5.284 1.625 1.383 0.170
F 3.568 2.916 1.618 0.083
H 3.933 -1.136 3.635 0.104
H 5.155 0.110 3.992 0.102
H 5.085 -0.653 2.385 0.102
O -3.301 -3.104 -6.656 -0.355
S -3.945 -2.275 -5.656 0.390
O -3.508 -0.895 -5.637 -0.376
O -5.369 -2.465 -5.495 -0.356
C -3.228 -3.010 -4.109 -0.327
N -3.572 -4.259 -3.802 0.138
C -3.011 -4.770 -2.713 -0.104
C -2.113 -4.055 -1.930 0.002
C -1.800 -2.771 -2.354 -0.232
N -2.370 -2.257 -3.446 0.151
C -0.840 -1.872 -1.699 -0.110
C -0.285 -2.105 -0.439 0.017
C 0.608 -1.196 0.087 -0.126
N 0.981 -0.089 -0.572 -0.079
C 0.466 0.132 -1.790 -0.135
C -0.443 -0.715 -2.377 0.028
H -3.286 -5.789 -2.466 0.112
H -1.678 -4.505 -1.046 0.099
H -0.545 -2.983 0.135 0.115
H 1.076 -1.347 1.053 0.107
H 0.825 1.009 -2.316 0.116
H -0.844 -0.519 -3.364 0.131
```